{
  "formula": "C59H47GeIN7S3Tl",
  "method": "ωB97M-V/def2-TZVPD",
  "symbols": ["Tl", "C", "S", "C", "S", "N", "N", "C", "C", "C", "C", "C", "C", "N", "H", "H", "H", "H", "H", "H", "H", "H", "I", "C", "C", "C", "C", "C", "C", "C", "C", "C", "C", "H", "H", "H", "H", "H", "H", "N", "C", "C", "C", "C", "C", "C", "C", "N", "C", "C", "N", "C", "H", "H", "H", "H", "H", "H", "H", "N", "S", "C", "C", "C", "C", "C", "C", "C", "C", "C", "C", "C", "C", "H", "H", "H", "H", "H", "H", "H", "H", "H", "H", "H", "C", "Ge", "C", "C", "C", "C", "C", "C", "C", "C", "C", "C", "C", "C", "C", "C", "C", "C", "C", "C", "H", "H", "H", "H", "H", "H", "H", "H", "H", "H", "H", "H", "H", "H", "H"],
  "positions_angstrom": [[-0.3017, 0.0331, 0.0402], [-0.5422, -4.9548, 2.7979], [-1.0194, -5.1474, 1.0583], [-0.9393, -3.4339, 0.5254], [-1.5405, -2.2204, 1.5630], [-0.4037, -3.3262, -0.6414], [-0.3169, -2.1433, -1.2485], [0.3945, -2.0883, -2.3669], [0.4830, -0.8797, -3.0692], [1.2254, -0.7435, -4.2696], [1.2734, 0.4662, -4.9032], [0.5989, 1.5642, -4.3381], [-0.0881, 1.3629, -3.1582], [-0.1670, 0.1985, -2.5384], [-0.9691, -5.7720, 3.3677], [0.5419, -4.9724, 2.8826], [-0.9438, -4.0003, 3.1312], [0.9416, -2.9633, -2.7129], [1.7351, -1.6125, -4.6683], [1.8218, 0.5872, -5.8314], [0.6102, 2.5338, -4.8169], [-0.6243, 2.1724, -2.6744], [-0.5620, 3.0606, 1.2639], [0.0238, 2.2726, 3.2027], [-0.2604, 3.1254, 4.2311], [0.0756, 2.7699, 5.5420], [0.6656, 1.5581, 5.7712], [0.9299, 0.6594, 4.7212], [1.4939, -0.6016, 4.9807], [1.7429, -1.4700, 3.9605], [1.4447, -1.1241, 2.6277], [0.8721, 0.1029, 2.2976], [0.6109, 0.9989, 3.3580], [-0.7346, 4.0732, 4.0199], [-0.1530, 3.4426, 6.3562], [0.9426, 1.2675, 6.7803], [1.6914, -0.8787, 6.0091], [2.1618, -2.4494, 4.1567], [1.3579, -1.8983, 0.7565], [5.6982, 8.8104, -3.4823], [5.2540, 7.7910, -3.1459], [4.7451, 6.5603, -2.7530], [3.3572, 6.3585, -2.5479], [2.8655, 5.1303, -2.1984], [3.7268, 4.0273, -2.0364], [5.1109, 4.2310, -2.1968], [5.6078, 5.4561, -2.5460], [3.2298, 2.7651, -1.7135], [3.8045, 1.5529, -2.0038], [2.9934, 0.5996, -1.4616], [1.9460, 1.1881, -0.8285], [2.1061, 2.4803, -1.0079], [2.6888, 7.1981, -2.6818], [1.8027, 4.9943, -2.0623], [5.7924, 3.4100, -2.0236], [6.6724, 5.6041, -2.6679], [4.7007, 1.4659, -2.5832], [3.1059, -0.4645, -1.4948], [1.4487, 3.2347, -0.6337], [1.8076, -2.0356, 1.6527], [4.4040, -2.8649, -0.5023], [3.7216, -4.2250, 0.4023], [2.8445, -5.0729, -0.2667], [2.2722, -6.1386, 0.4019], [2.5846, -6.3804, 1.7311], [3.4606, -5.5375, 2.3916], [4.0248, -4.4589, 1.7363], [5.1688, -1.8712, 0.7715], [4.4820, -0.7829, 1.2905], [5.0810, 0.0023, 2.2585], [6.3738, -0.2721, 2.6809], [7.0628, -1.3494, 2.1427], [6.4632, -2.1570, 1.1921], [1.7970, -3.0004, 1.9464], [2.6047, -4.8824, -1.3013], [1.5582, -6.7687, -0.1047], [2.1361, -7.2138, 2.2541], [3.7046, -5.7032, 3.4344], [4.6905, -3.7926, 2.2643], [3.4862, -0.5591, 0.9530], [4.5302, 0.8283, 2.6824], [6.8458, 0.3571, 3.4252], [8.0737, -1.5642, 2.4668], [6.9852, -3.0081, 0.7765], [-1.6122, 2.0814, -0.2997], [-3.4660, 1.7557, 0.2961], [-3.9947, -0.1534, 0.2229], [-4.8924, -0.6912, 1.1333], [-5.2870, -2.0119, 1.0400], [-4.7991, -2.8121, 0.0220], [-3.8948, -2.2886, -0.8868], [-3.4915, -0.9697, -0.7803], [-4.6458, 2.5060, -1.1397], [-5.7986, 3.2566, -0.9694], [-6.5225, 3.7092, -2.0603], [-6.1127, 3.4009, -3.3455], [-4.9808, 2.6244, -3.5307], [-4.2570, 2.1910, -2.4374], [-3.7967, 2.3953, 2.1602], [-4.1907, 3.6859, 2.4859], [-4.1008, 4.1472, 3.7881], [-3.5993, 3.3254, 4.7829], [-3.2082, 2.0320, 4.4748], [-3.3066, 1.5764, 3.1740], [-5.2750, -0.0677, 1.9341], [-5.9719, -2.4229, 1.7730], [-5.1122, -3.8458, -0.0557], [-3.4812, -2.9179, -1.6625], [-2.7563, -0.5786, -1.4745], [-6.1387, 3.4933, 0.0301], [-7.4136, 4.3065, -1.9102], [-6.6741, 3.7610, -4.1986], [-4.6629, 2.3605, -4.5306], [-3.3632, 1.6006, -2.5823], [-4.5442, 4.3434, 1.7012], [-4.4026, 5.1614, 4.0232], [-3.4904, 3.6968, 5.7946], [-2.8017, 1.3863, 5.2431], [-2.9693, 0.5751, 2.9274]],
  "charge": -2,
  "lumo_energy_ha": [0.115, 0.114],
  "total_energy_ev": -174186.9839,
  "homo_lumo_gap_ev": [3.03, 2.64],
  "spin_multiplicity": 1
}